1.
Density functional theory data (ωB97M-V/def2-TZVPD) for a 2-piece molecular cluster, C3H9S2 overall in a non-equilibrium geometry.

Each atom is followed by the atoms it is bonded to, with distances in Å.
Positions of all 14 atoms, in Å:
1 S 1.17536 -1.10206 -0.55848  C4 1.905
2 S -2.52306 -0.80033 -0.74525  C5 1.906, H6 1.343
3 C 0.94936 1.63831 -0.40697  C4 1.523, H9 1.092, H10 1.106, H12 1.092
4 C 1.96712 0.55855 -0.06287  S1 1.905, C3 1.523, H11 1.085, H14 1.084
5 C -1.89909 -1.48707 0.91951  S2 1.906, H7 1.082, H8 1.076, H13 1.088
6 H -1.30284 -0.89731 -1.29804  S2 1.343
7 H -1.10658 -0.78966 1.15509  C5 1.082
8 H -1.51762 -2.45478 0.64296  C5 1.076
9 H 0.75473 1.71454 -1.47866  C3 1.092
10 H 1.32150 2.61532 -0.04687  C3 1.106
11 H 2.82945 0.54201 -0.72085  C4 1.085
12 H -0.03716 1.49716 0.03860  C3 1.092
13 H -2.77494 -1.47361 1.56491  C5 1.088
14 H 2.16376 0.43892 0.99692  C4 1.084

Output
energy: -916.081979 Eh
highest occupied orbital energy: -2.53 eV
orbital gap: 6.08 eV
charge: -1

***

2.
Density functional theory data (ωB97M-V/def2-TZVPD) for a 2-piece molecular cluster, C3H9S2 overall in a non-equilibrium geometry.

Each atom is followed by the atoms it is bonded to, with distances in Å.
Positions of all 14 atoms, in Å:
1 S 1.11220 0.93454 -1.04058  C3 1.710
2 S 0.00004 0.10377 2.55150  C4 1.784, H9 1.370
3 C -0.46765 1.18822 -1.64407  S1 1.710, C5 1.604, H10 1.074, H14 1.104
4 C 1.24665 -1.04182 3.11237  S2 1.784, H8 1.076, H12 1.048, H13 1.107
5 C -1.10502 -0.01643 -2.49007  C3 1.604, H6 1.096, H7 1.171, H11 1.205
6 H -0.91158 -0.92497 -1.90890  C5 1.096
7 H -2.23654 0.07692 -2.77689  C5 1.171
8 H 2.10289 -0.40956 3.27024  C4 1.076
9 H 0.28772 -0.13184 1.23318  S2 1.370
10 H -1.20223 1.30931 -0.86946  C3 1.074
11 H -0.57476 0.09298 -3.56659  C5 1.205
12 H 0.84393 -1.40471 4.00978  C4 1.048
13 H 1.34693 -1.87403 2.38926  C4 1.107
14 H -0.44258 2.09760 -2.26978  C3 1.104

Output
energy: -916.061686 Eh
highest occupied orbital energy: -2.43 eV
orbital gap: 5.89 eV
charge: -1

***

3.
Density functional theory data (ωB97M-V/def2-TZVPD) for a 2-piece molecular cluster, C3H9S2 overall in a non-equilibrium geometry.

Each atom is followed by the atoms it is bonded to, with distances in Å.
Positions of all 14 atoms, in Å:
1 S 1.50491 -0.55058 -0.66332  C5 1.858
2 S -2.38119 -0.09111 0.54378  C3 1.901, H11 1.420
3 C -1.77009 -1.73796 -0.18295  S2 1.901, H6 1.125, H12 1.136, H14 1.167
4 C 1.71924 2.19065 -0.07459  C5 1.627, H8 1.097, H10 1.022, H13 1.145
5 C 2.02376 0.73179 0.57773  S1 1.858, C4 1.627, H7 1.034, H9 1.100
6 H -0.94179 -2.16745 0.44536  C3 1.125
7 H 2.95591 0.42657 0.90602  C5 1.034
8 H 2.72161 2.51508 -0.37892  C4 1.097
9 H 1.20738 0.47262 1.26860  C5 1.100
10 H 1.11986 2.17602 -0.90273  C4 1.022
11 H -1.84671 0.75418 -0.46489  S2 1.420
12 H -1.47339 -1.60551 -1.27115  C3 1.136
13 H 1.23457 2.86758 0.71193  C4 1.145
14 H -2.79432 -2.27911 -0.32273  C3 1.167

Output
energy: -916.041269 Eh
highest occupied orbital energy: -2.19 eV
orbital gap: 5.58 eV
charge: -1